Here is a molecular structure, C29H30Cl4F2IrN4O3P from the OMol25 dataset. Energies are from ωB97M-V/def2-TZVPD.

Last column: Mulliken charge in e.
Element x y z (Å)
Ir  0.00  -0.84  -0.05  2.781
F  -2.69  -5.36  0.95  -0.337
C  -2.70  -4.03  0.78  0.276
C  -1.51  -3.37  0.59  -0.678
C  -1.53  -1.99  0.41  0.287
C  -2.76  -1.30  0.43  -0.451
C  -3.93  -2.03  0.64  0.475
F  -5.12  -1.40  0.69  -0.339
C  -3.93  -3.39  0.82  -0.864
C  -2.68  0.16  0.30  0.639
C  -3.73  1.07  0.21  -0.721
C  -3.46  2.42  0.14  -0.384
C  -2.14  2.86  0.16  -1.009
C  -1.14  1.92  0.22  -0.133
N  -1.40  0.61  0.26  -0.066
H  -0.58  -3.92  0.56  0.582
H  -4.85  -3.94  0.99  0.495
H  -4.75  0.71  0.21  0.511
H  -4.27  3.13  0.07  0.430
H  -1.90  3.92  0.13  0.423
H  -0.09  2.18  0.21  0.757
Cl  6.01  -3.69  0.94  -0.185
C  4.52  -2.85  1.19  0.076
C  4.33  -2.07  2.32  0.480
Cl  5.58  -1.93  3.51  -0.198
C  3.13  -1.37  2.49  0.343
Cl  2.87  -0.34  3.85  -0.204
C  2.14  -1.45  1.53  0.087
O  0.99  -0.76  1.64  -1.070
C  2.31  -2.26  0.40  -0.172
O  1.30  -2.33  -0.46  -1.177
C  3.51  -2.94  0.22  0.356
Cl  3.72  -3.86  -1.22  -0.194
O  1.52  0.61  -0.84  -1.245
P  2.47  0.85  -1.98  -1.584
N  2.16  -0.16  -3.23  0.518
C  2.67  0.08  -4.60  -0.661
C  1.49  -0.27  -5.50  -0.750
C  0.83  -1.42  -4.74  -0.720
C  0.94  -1.00  -3.27  0.099
N  2.31  2.38  -2.60  0.286
C  0.98  2.79  -3.10  -0.140
C  0.92  4.30  -2.85  -0.635
C  2.39  4.71  -2.75  -0.791
C  3.01  3.53  -2.01  -0.503
N  4.04  0.76  -1.53  1.105
C  5.10  0.23  -2.38  -0.431
C  6.36  0.57  -1.60  -0.864
C  5.93  0.38  -0.15  -0.419
C  4.48  0.88  -0.12  0.010
H  3.52  -0.58  -4.81  0.387
H  3.00  1.11  -4.70  0.440
H  1.80  -0.54  -6.50  0.425
H  0.80  0.58  -5.57  0.172
H  1.40  -2.34  -4.89  0.311
H  -0.20  -1.61  -5.03  0.425
H  1.03  -1.85  -2.60  -0.096
H  0.06  -0.40  -2.98  0.060
H  0.18  2.26  -2.57  0.108
H  0.89  2.55  -4.16  0.107
H  0.42  4.50  -1.89  0.140
H  0.38  4.83  -3.63  0.416
H  2.55  5.66  -2.25  0.412
H  2.83  4.77  -3.75  0.319
H  2.81  3.62  -0.93  0.317
H  4.08  3.44  -2.14  0.180
H  5.09  0.69  -3.37  0.315
H  5.00  -0.86  -2.51  0.261
H  6.64  1.61  -1.78  0.293
H  7.21  -0.07  -1.88  0.432
H  6.56  0.93  0.56  0.453
H  5.97  -0.67  0.12  -0.014
H  4.43  1.93  0.21  0.305
H  3.85  0.29  0.54  -0.261

Computed properties:
Frontier orbital gap ... 6.4 eV
HOMO ... -0.2623 Eh
Energy ... -4054.13101 Eh
Energy above the lowest of the compared OMol25 structures with the same formula, charge and spin ... 0.0 kcal/mol

Here is a molecular structure, C29H30F5GeN2O2SSnTe from the OMol25 dataset. Energies are from ωB97M-V/def2-TZVPD.

Last column: Mulliken spin population.
Element x y z (Å)
Sn  1.58  -0.37  1.41  -0.017
N  0.39  -2.91  -0.04  0.001
C  -0.81  -3.35  -0.75  0.001
C  -1.90  -3.93  0.16  0.000
C  -3.06  -2.99  0.56  0.000
C  -2.93  -2.37  1.94  0.000
N  -1.76  -1.51  2.01  0.001
H  1.10  -2.63  -0.72  0.003
H  0.79  -3.68  0.48  0.000
H  -0.58  -4.12  -1.51  0.000
H  -1.20  -2.49  -1.30  -0.001
H  -1.44  -4.33  1.07  0.000
H  -2.33  -4.79  -0.37  0.000
H  -4.00  -3.55  0.55  0.000
H  -3.15  -2.20  -0.19  0.000
H  -2.81  -3.16  2.68  0.000
H  -3.87  -1.84  2.16  0.000
H  -1.70  -1.02  2.90  0.000
H  -1.81  -0.78  1.30  0.000
C  -0.35  2.33  3.10  0.002
Ge  -0.13  1.82  1.19  0.031
C  0.37  3.60  0.43  -0.009
C  -0.18  4.78  0.93  -0.007
C  0.23  6.03  0.48  -0.001
C  1.21  6.12  -0.50  0.001
C  1.77  4.96  -1.03  0.015
C  1.35  3.71  -0.56  -0.027
C  -2.04  1.69  0.59  0.024
C  -3.06  1.62  1.51  0.001
C  -4.42  1.42  1.12  -0.001
C  -4.74  1.29  -0.19  0.003
C  -3.73  1.33  -1.19  0.001
C  -4.04  1.18  -2.57  0.000
C  -3.06  1.20  -3.51  0.000
C  -1.70  1.35  -3.12  -0.014
C  -1.38  1.50  -1.81  -0.085
C  -2.38  1.52  -0.79  0.022
H  -1.19  3.00  3.29  0.001
H  0.58  2.82  3.42  -0.001
H  -0.45  1.44  3.73  -0.001
H  -0.95  4.72  1.70  0.000
H  -0.20  6.93  0.90  0.000
H  1.54  7.09  -0.86  0.000
H  2.54  5.02  -1.79  0.003
H  1.81  2.81  -0.96  0.049
H  -2.84  1.72  2.56  0.001
H  -5.19  1.38  1.88  0.000
H  -5.78  1.15  -0.50  0.000
H  -5.08  1.05  -2.85  0.000
H  -3.31  1.08  -4.56  0.000
H  -0.92  1.34  -3.87  0.005
H  -0.34  1.60  -1.52  0.035
F  3.52  -6.96  -3.44  0.001
C  3.73  -5.85  -2.71  0.049
C  3.32  -5.78  -1.39  -0.024
F  2.68  -6.84  -0.85  0.000
C  3.56  -4.65  -0.64  -0.022
F  3.10  -4.66  0.62  -0.002
C  4.24  -3.53  -1.14  0.047
S  4.58  -2.13  -0.18  0.164
C  4.61  -3.63  -2.49  0.057
F  5.24  -2.61  -3.09  0.000
C  4.36  -4.75  -3.25  -0.011
F  4.75  -4.80  -4.54  0.000
C  3.75  2.94  1.96  0.008
C  3.38  2.01  3.11  -0.002
O  3.68  2.31  4.26  0.000
O  2.75  0.94  2.76  0.001
H  4.49  3.67  2.30  0.000
H  2.85  3.47  1.64  -0.001
H  4.12  2.37  1.11  -0.001
Te  2.85  -0.06  -1.06  0.699

Computed properties:
Multiplicity ... 2
Frontier orbital gap (spin up / spin down) ... 4.6 / 5.7 eV
HOMO (spin up / spin down) ... -0.0131 / -0.0559 Eh
⟨S²⟩ ... 0.7589
Energy ... -4839.89852 Eh
Energy above the lowest of the compared OMol25 structures with the same formula, charge and spin ... 13.9 kcal/mol
Total charge ... -2

Here is a molecular structure, C29H30FInN4O9S3 from the OMol25 dataset. Energies are from ωB97M-V/def2-TZVPD.

Last column: Mulliken charge in e.
Element x y z (Å)
In  -0.01  0.96  -0.82  2.418
C  3.91  3.79  4.41  -1.507
C  2.60  3.25  3.89  1.133
C  2.06  3.72  2.70  -1.025
C  0.87  3.22  2.20  -0.289
C  0.21  2.22  2.91  -0.265
C  0.72  1.74  4.11  -0.516
C  1.92  2.26  4.59  -0.783
S  -1.24  1.48  2.21  1.553
O  -1.92  0.78  3.27  -0.877
O  -1.93  2.52  1.49  -0.677
N  -0.69  0.44  1.13  -0.326
C  -0.38  -0.91  1.58  -0.209
C  0.24  -1.74  0.46  -0.066
O  0.37  -2.94  0.60  -0.750
O  0.64  -1.09  -0.60  -0.680
H  4.10  4.80  4.03  0.380
H  4.74  3.16  4.10  0.260
H  3.91  3.83  5.50  0.389
H  2.57  4.51  2.15  0.380
H  0.45  3.59  1.27  0.429
H  0.17  0.99  4.66  0.557
H  2.31  1.90  5.54  0.386
H  -1.28  -1.43  1.93  0.364
H  0.32  -0.93  2.42  0.325
N  0.31  0.58  -2.97  -0.495
S  0.49  -0.96  -3.44  0.464
C  0.65  -0.87  -5.22  0.470
C  1.01  0.33  -5.82  -0.447
C  1.19  0.37  -7.19  -0.707
C  1.02  -0.78  -7.95  -0.433
C  0.67  -1.98  -7.34  -0.739
C  0.48  -2.03  -5.97  -0.427
C  -1.06  -1.82  -3.30  0.411
C  -2.18  -1.40  -4.01  -0.305
C  -3.39  -2.02  -3.78  -0.727
C  -3.48  -3.03  -2.84  -0.509
C  -2.36  -3.44  -2.13  -0.591
C  -1.14  -2.83  -2.36  -0.569
H  -0.44  1.02  -3.49  0.246
H  1.16  1.21  -5.21  0.555
H  1.47  1.30  -7.67  0.404
H  1.16  -0.75  -9.03  0.394
H  0.53  -2.87  -7.93  0.398
H  0.19  -2.95  -5.49  0.433
H  -2.09  -0.60  -4.75  0.426
H  -4.27  -1.70  -4.33  0.434
H  -4.44  -3.51  -2.65  0.427
H  -2.44  -4.23  -1.39  0.453
H  -0.26  -3.12  -1.78  0.500
C  3.06  0.21  1.52  0.057
S  3.39  1.08  0.00  0.190
C  3.71  -0.35  -1.04  -0.657
O  2.07  1.65  -0.49  -0.491
H  4.01  -0.16  1.90  0.630
H  2.36  -0.60  1.35  -0.129
H  2.64  0.94  2.22  -0.384
H  4.61  -0.84  -0.66  0.494
H  3.89  0.03  -2.04  0.334
H  2.85  -1.01  -1.01  -0.051
F  -6.07  2.96  1.41  -0.319
C  -5.13  2.37  0.67  0.373
C  -4.38  3.07  -0.18  -0.175
N  -3.42  2.45  -0.97  0.220
C  -2.59  3.27  -1.86  -1.079
C  -1.33  3.81  -1.16  0.791
O  -1.35  4.95  -0.75  -0.701
O  -0.32  3.00  -1.08  -0.616
C  -3.14  1.14  -0.83  -0.129
O  -2.23  0.58  -1.47  -0.257
N  -3.94  0.44  0.02  0.242
C  -4.97  0.93  0.84  0.299
O  -5.61  0.21  1.55  -0.635
H  -4.47  4.14  -0.29  0.430
H  -3.19  4.11  -2.19  0.504
H  -2.32  2.65  -2.72  0.196
H  -3.70  -0.54  0.14  0.195

Computed properties:
Frontier orbital gap ... 8.8 eV
HOMO ... -0.3200 Eh
Energy ... -3503.94351 Eh
Energy above the lowest of the compared OMol25 structures with the same formula, charge and spin ... 4.7 kcal/mol

Here is a molecular structure, C29H30MnN6PTe from the OMol25 dataset. Energies are from ωB97M-V/def2-TZVPD.

Last column: Mulliken spin population.
Element x y z (Å)
Mn  1.71  -0.23  -1.61  4.701
C  1.07  1.26  3.79  0.000
N  1.52  0.49  2.64  0.006
C  2.16  -0.72  2.71  -0.002
C  2.39  -1.11  1.43  0.011
N  1.91  -0.16  0.58  0.032
C  1.38  0.80  1.33  -0.018
P  0.70  2.38  0.74  -0.003
C  -0.50  1.79  -0.49  -0.013
N  -0.27  0.93  -1.47  0.041
C  -1.43  0.81  -2.17  0.020
C  -2.37  1.63  -1.61  -0.002
N  -1.77  2.24  -0.55  0.003
C  -2.42  3.20  0.34  0.000
C  2.01  2.85  -0.44  -0.022
N  2.37  2.13  -1.49  0.047
C  3.29  2.89  -2.16  0.001
C  3.48  4.07  -1.50  0.000
N  2.66  4.04  -0.41  0.001
C  2.52  5.10  0.57  0.000
H  1.25  0.67  4.68  0.000
H  1.61  2.20  3.86  0.000
H  0.00  1.45  3.71  0.000
H  2.37  -1.19  3.66  0.000
H  2.86  -2.01  1.06  -0.003
H  -1.52  0.17  -3.02  0.004
H  -3.40  1.83  -1.88  0.001
H  -3.47  3.23  0.09  0.000
H  -2.30  2.89  1.37  0.000
H  -1.99  4.20  0.20  0.000
H  3.76  2.54  -3.06  -0.001
H  4.11  4.92  -1.71  0.000
H  3.27  5.86  0.35  0.000
H  1.53  5.56  0.52  0.000
H  2.70  4.72  1.57  0.000
C  3.91  -0.42  -2.71  0.034
C  3.85  -1.50  -1.81  0.035
C  2.78  -2.34  -2.19  0.035
C  2.16  -1.77  -3.34  0.024
C  2.87  -0.58  -3.66  0.020
H  4.64  0.37  -2.70  0.005
H  4.54  -1.68  -1.00  0.004
H  2.52  -3.29  -1.74  0.011
H  1.37  -2.21  -3.92  0.009
H  2.69  0.05  -4.52  0.003
Te  -0.56  -2.65  -0.46  0.009
C  -2.46  -3.38  -0.92  0.008
C  -3.42  -2.53  -1.47  0.002
C  -4.69  -3.00  -1.75  0.000
C  -5.01  -4.33  -1.49  0.000
C  -4.05  -5.18  -0.96  0.000
C  -2.78  -4.71  -0.67  -0.001
C  -1.15  -1.75  1.36  -0.002
C  -2.04  -0.68  1.34  -0.004
C  -2.50  -0.12  2.52  0.000
C  -2.06  -0.62  3.74  0.000
C  -1.17  -1.68  3.77  0.001
C  -0.72  -2.25  2.58  0.004
H  -3.17  -1.50  -1.67  0.000
H  -5.44  -2.34  -2.17  0.000
H  -6.00  -4.71  -1.72  0.000
H  -4.30  -6.22  -0.77  0.000
H  -2.04  -5.38  -0.24  0.000
H  -2.41  -0.31  0.39  0.000
H  -3.23  0.68  2.50  0.000
H  -2.43  -0.20  4.67  0.000
H  -0.83  -2.09  4.72  0.000
H  -0.04  -3.10  2.61  0.000

Computed properties:
Multiplicity ... 6
Frontier orbital gap (spin up / spin down) ... 7.6 / 8.1 eV
HOMO (spin up / spin down) ... -0.3588 / -0.3814 Eh
⟨S²⟩ ... 8.7548
Energy ... -3211.83963 Eh
Total charge ... +1